101
Properties=species:S:1:pos:R:3:forces:R:3 method="wB97M-V/def2-TZVPD" e_lumo_ha=-0.479 e_tot_ev=-93963.151 charge=+4 orbital_gap_ev=4.87
Pd 0.234 -0.001 1.130 0.0 -0.2 0.3
O 2.694 1.205 0.467 0.0 0.0 0.0
S 1.939 0.207 -0.278 0.0 0.1 -0.1
C 2.752 -1.308 -0.310 0.0 0.0 0.0
C 4.127 -1.289 -0.082 0.0 0.0 0.0
C 4.920 -2.418 -0.309 0.0 0.0 0.0
C 4.313 -3.550 -0.813 0.0 0.0 0.0
C 4.872 -4.886 -1.205 0.0 0.0 0.0
C 3.653 -5.711 -1.694 0.0 0.0 0.0
C 2.474 -4.796 -1.527 0.0 0.0 0.0
C 1.128 -4.972 -1.765 0.0 0.0 0.0
C 0.253 -3.931 -1.436 0.0 0.0 0.0
C 0.686 -2.697 -0.939 0.1 0.0 0.1
P -0.619 -1.707 -0.233 -0.2 0.0 -0.1
C -1.805 -1.267 -1.452 0.0 0.0 0.0
C -3.146 -0.998 -1.133 0.0 0.0 0.0
C -4.068 -0.850 -2.150 0.0 0.0 0.0
C -3.661 -0.915 -3.479 0.0 0.0 0.0
C -2.321 -1.116 -3.801 0.0 0.0 0.0
C -1.391 -1.303 -2.797 0.0 0.0 0.0
C -1.176 -2.549 1.230 0.1 -0.1 -0.1
C -2.494 -2.916 1.535 -0.1 0.0 0.0
C -2.744 -3.643 2.686 0.0 0.0 0.0
C -1.702 -3.991 3.543 0.0 0.0 0.0
C -0.389 -3.635 3.245 0.0 0.0 0.0
C -0.121 -2.932 2.087 0.0 0.0 0.0
C 2.072 -2.476 -0.750 0.0 0.0 0.0
C 2.916 -3.558 -1.025 0.0 0.0 0.0
C 1.593 0.694 -1.898 0.0 0.0 0.0
C 2.320 0.127 -2.941 0.0 0.0 0.0
C 2.348 0.689 -4.219 0.0 0.0 0.0
C 1.706 1.893 -4.408 0.0 0.0 0.0
C 1.648 2.803 -5.600 0.0 0.0 0.0
C 0.824 4.029 -5.132 0.0 0.0 0.0
C 0.455 3.727 -3.709 0.0 0.0 0.0
C -0.233 4.461 -2.771 0.0 0.0 0.0
C -0.443 3.886 -1.513 0.0 0.0 0.0
C 0.033 2.621 -1.153 0.0 0.0 0.0
P -0.637 2.068 0.394 0.1 0.0 0.0
C -2.390 1.835 0.314 0.0 0.0 0.0
C -3.076 2.214 -0.848 0.0 0.0 0.0
C -4.461 2.231 -0.847 0.0 0.0 0.0
C -5.165 1.834 0.283 0.0 0.0 0.0
C -4.487 1.398 1.421 0.0 0.0 0.0
C -3.105 1.401 1.444 0.0 0.0 0.0
C -0.102 3.088 1.724 0.0 0.0 -0.1
C -0.938 3.432 2.804 0.0 0.0 0.0
C -0.459 4.265 3.792 0.0 0.0 0.0
C 0.846 4.759 3.724 0.0 0.0 0.0
C 1.673 4.434 2.652 0.0 0.0 0.0
C 1.210 3.604 1.651 0.0 0.0 0.0
C 0.834 1.890 -2.075 0.0 0.0 0.0
C 0.976 2.469 -3.344 0.0 0.0 0.0
H 4.589 -0.367 0.251 0.0 0.0 0.0
H 5.984 -2.372 -0.120 0.0 0.0 0.0
H 5.374 -5.353 -0.355 0.0 0.0 0.0
H 5.635 -4.772 -1.978 0.0 0.0 0.0
H 3.517 -6.628 -1.119 0.0 0.0 0.0
H 3.756 -6.018 -2.737 0.0 0.0 0.0
H 0.731 -5.897 -2.163 0.0 0.0 0.0
H -0.811 -4.107 -1.562 0.0 0.0 0.0
H -3.466 -0.898 -0.105 0.0 0.0 0.0
H -5.110 -0.685 -1.911 0.0 0.0 0.0
H -4.392 -0.809 -4.270 0.0 0.0 0.0
H -2.013 -1.163 -4.837 0.0 0.0 0.0
H -0.360 -1.517 -3.048 0.0 0.0 0.0
H -3.309 -2.695 0.861 0.0 0.0 0.0
H -3.753 -3.963 2.907 0.0 0.0 0.0
H -1.912 -4.567 4.435 0.0 0.0 0.0
H 0.419 -3.935 3.899 0.0 0.0 0.0
H 0.913 -2.723 1.821 0.0 0.0 0.0
H 2.909 -0.762 -2.749 0.0 0.0 0.0
H 2.920 0.215 -5.005 0.0 0.0 0.0
H 1.194 2.294 -6.453 0.0 0.0 0.0
H 2.656 3.079 -5.915 0.0 0.0 0.0
H -0.069 4.187 -5.739 0.0 0.0 0.0
H 1.399 4.955 -5.189 0.0 0.0 0.0
H -0.617 5.451 -2.981 0.0 0.0 0.0
H -1.023 4.454 -0.791 0.0 0.0 0.0
H -2.539 2.519 -1.735 0.0 0.0 0.0
H -4.992 2.561 -1.729 0.0 0.0 0.0
H -6.247 1.863 0.282 0.0 0.0 0.0
H -5.042 1.083 2.295 0.0 0.0 0.0
H -2.586 1.089 2.339 0.0 0.0 0.0
H -1.963 3.096 2.852 0.0 0.0 0.0
H -1.107 4.559 4.607 0.0 0.0 0.0
H 1.207 5.422 4.499 0.0 0.0 0.0
H 2.670 4.849 2.589 0.0 0.0 0.0
H 1.845 3.372 0.808 0.0 0.0 0.0
N 1.381 1.515 6.184 0.0 0.1 0.0
C 0.472 0.913 5.409 0.0 -0.1 0.0
C 0.624 0.804 4.006 0.0 0.0 0.0
N -0.287 0.169 3.276 0.0 0.1 -0.1
C -1.355 -0.371 3.882 0.0 0.0 0.1
C -1.503 -0.220 5.254 0.0 0.0 0.0
N -0.618 0.412 6.000 0.0 0.0 0.1
H 2.246 1.878 5.826 0.0 0.0 0.0
H 1.227 1.537 7.181 0.0 0.0 0.0
H 1.477 1.244 3.500 0.0 0.0 0.0
H -2.064 -0.921 3.281 0.0 0.0 0.0
H -2.373 -0.624 5.759 0.0 0.0 0.0